{
  "formula": "C27H78N12O9",
  "method": "wB97M-V/def2-TZVPD",
  "de_lowest_kj_mol": 33.2,
  "gap_ha": 0.342,
  "spin_multiplicity": 1,
  "smiles": "COC[C@H](C)N.COC[C@H](C)N.COC[C@H](C)N.COC[C@H](C)N.COC[C@H](C)N.COC[C@H](C)N.NC(N)=O.NC(N)=O.NC(N)=O",
  "species": ["C", "O", "C", "C", "C", "N", "H", "H", "H", "H", "H", "H", "H", "H", "H", "H", "H", "C", "O", "C", "C", "C", "N", "H", "H", "H", "H", "H", "H", "H", "H", "H", "H", "H", "C", "O", "C", "C", "C", "N", "H", "H", "H", "H", "H", "H", "H", "H", "H", "H", "H", "C", "O", "C", "C", "C", "N", "H", "H", "H", "H", "H", "H", "H", "H", "H", "H", "H", "C", "O", "C", "C", "C", "N", "H", "H", "H", "H", "H", "H", "H", "H", "H", "H", "H", "C", "O", "C", "C", "C", "N", "H", "H", "H", "H", "H", "H", "H", "H", "H", "H", "H", "N", "C", "N", "O", "H", "H", "H", "H", "N", "C", "N", "O", "H", "H", "H", "H", "N", "C", "N", "O", "H", "H", "H", "H"],
  "positions_angstrom": [[4.95, -1.42, 1.51], [4.49, -0.13, 1.20], [3.06, -0.15, 1.07], [2.60, 1.29, 1.03], [2.58, 1.92, 2.40], [1.19, 1.37, 0.53], [6.03, -1.38, 1.46], [4.54, -2.15, 0.82], [4.62, -1.76, 2.48], [2.74, -0.80, 0.26], [2.72, -0.66, 1.97], [3.22, 1.89, 0.40], [1.83, 1.33, 2.97], [2.15, 2.91, 2.39], [3.54, 1.98, 2.96], [1.16, 0.80, -0.31], [0.62, 0.93, 1.20], [1.30, 3.54, -5.42], [1.53, 2.88, -4.23], [2.91, 2.79, -3.82], [2.93, 1.82, -2.66], [4.41, 1.62, -2.24], [2.41, 0.46, -3.15], [2.03, 4.36, -5.54], [0.24, 3.89, -5.36], [1.44, 2.86, -6.25], [3.59, 2.42, -4.62], [3.25, 3.78, -3.46], [2.40, 2.18, -1.80], [4.99, 1.25, -3.06], [4.49, 0.88, -1.44], [4.76, 2.60, -1.89], [2.60, -0.23, -2.44], [1.43, 0.45, -3.40], [-1.65, 2.11, -1.64], [-2.61, 2.55, -2.60], [-2.16, 2.23, -3.92], [-2.19, 0.78, -4.30], [-1.56, 0.75, -5.69], [-3.50, 0.26, -4.21], [-0.66, 2.32, -1.97], [-1.77, 1.07, -1.42], [-1.90, 2.67, -0.73], [-2.84, 2.74, -4.58], [-1.13, 2.58, -4.09], [-1.52, 0.25, -3.61], [-0.51, 1.13, -5.63], [-2.11, 1.28, -6.43], [-1.56, -0.30, -6.05], [-3.72, -0.13, -3.31], [-3.58, -0.41, -4.95], [3.22, -3.92, -1.56], [2.42, -3.52, -2.66], [1.20, -4.24, -2.84], [0.65, -3.69, -4.13], [1.49, -4.00, -5.32], [0.42, -2.21, -3.85], [3.49, -3.00, -0.94], [4.13, -4.33, -1.96], [2.74, -4.70, -0.95], [1.37, -5.31, -2.77], [0.52, -4.07, -2.03], [-0.33, -4.12, -4.19], [1.68, -5.06, -5.19], [2.39, -3.39, -5.25], [1.00, -3.81, -6.26], [1.32, -1.80, -3.63], [0.17, -1.76, -4.73], [-3.62, 2.48, 2.14], [-3.69, 2.81, 3.51], [-2.56, 3.63, 3.87], [-2.47, 3.84, 5.38], [-3.77, 4.41, 5.93], [-1.38, 4.74, 5.69], [-2.62, 2.16, 1.86], [-3.96, 3.34, 1.62], [-4.33, 1.66, 2.03], [-1.62, 3.24, 3.42], [-2.68, 4.62, 3.43], [-2.33, 2.90, 5.90], [-3.80, 4.22, 6.98], [-4.66, 3.92, 5.50], [-3.82, 5.52, 5.84], [-0.47, 4.38, 5.42], [-1.44, 5.52, 5.05], [3.24, -3.40, 4.60], [1.96, -2.90, 4.06], [1.59, -3.74, 2.97], [0.15, -3.36, 2.55], [-0.78, -3.88, 3.59], [-0.03, -4.01, 1.25], [3.24, -4.14, 5.36], [3.67, -2.47, 4.90], [3.82, -3.79, 3.73], [2.33, -3.55, 2.16], [1.44, -4.83, 3.20], [0.01, -2.31, 2.47], [-0.84, -4.96, 3.75], [-1.80, -3.56, 3.60], [-0.39, -3.56, 4.57], [-1.02, -4.03, 0.97], [0.25, -3.37, 0.51], [-4.98, 1.66, -1.11], [-4.85, 0.38, -0.67], [-5.53, 0.13, 0.51], [-4.24, -0.41, -1.36], [-4.76, 2.24, -0.30], [-4.39, 1.89, -1.84], [-6.27, 0.78, 0.64], [-5.83, -0.82, 0.61], [-0.32, -0.68, 5.18], [-1.04, 0.19, 4.43], [-2.15, 0.54, 5.03], [-0.77, 0.55, 3.27], [-0.17, -0.55, 6.16], [0.56, -0.90, 4.73], [-2.77, 1.13, 4.50], [-2.59, -0.07, 5.67], [-1.48, -1.02, 0.71], [-0.78, -1.44, -0.35], [-1.30, -1.70, -1.54], [0.45, -1.57, -0.26], [-0.85, -0.74, 1.45], [-2.41, -0.60, 0.62], [-0.60, -1.75, -2.32], [-2.21, -1.28, -1.78]]
}


{
  "formula": "C27H78O12",
  "method": "wB97M-V/def2-TZVPD",
  "de_lowest_kj_mol": 227.4,
  "gap_ha": 0.363,
  "spin_multiplicity": 1,
  "smiles": "CC(C)O.CC(C)O.CC(C)O.CCO.CCO.CCO.CCO.CCO.CCO.CCO.CCO.CCO",
  "species": ["C", "C", "C", "O", "H", "H", "H", "H", "H", "H", "H", "H", "C", "C", "C", "O", "H", "H", "H", "H", "H", "H", "H", "H", "C", "C", "C", "O", "H", "H", "H", "H", "H", "H", "H", "H", "C", "C", "O", "H", "H", "H", "H", "H", "H", "C", "C", "O", "H", "H", "H", "H", "H", "H", "C", "C", "O", "H", "H", "H", "H", "H", "H", "C", "C", "O", "H", "H", "H", "H", "H", "H", "C", "C", "O", "H", "H", "H", "H", "H", "H", "C", "C", "O", "H", "H", "H", "H", "H", "H", "C", "C", "O", "H", "H", "H", "H", "H", "H", "C", "C", "O", "H", "H", "H", "H", "H", "H", "C", "C", "O", "H", "H", "H", "H", "H", "H"],
  "positions_angstrom": [[-0.28, 1.35, -4.26], [0.29, 2.72, -4.54], [1.43, 2.55, -5.54], [-0.59, 3.70, -5.07], [-0.64, 0.94, -5.18], [-1.11, 1.46, -3.57], [0.44, 0.67, -3.76], [0.75, 3.14, -3.60], [2.17, 2.02, -4.95], [1.79, 3.53, -5.83], [1.16, 1.90, -6.42], [-1.50, 3.58, -4.69], [2.11, 2.22, -0.89], [2.92, 3.00, -1.90], [3.65, 4.15, -1.22], [3.85, 2.06, -2.41], [1.42, 2.89, -0.37], [2.84, 1.79, -0.19], [1.59, 1.34, -1.29], [2.29, 3.35, -2.74], [2.90, 4.84, -0.92], [4.34, 4.63, -1.93], [4.15, 3.87, -0.30], [4.44, 2.45, -3.05], [1.90, -2.22, 3.05], [2.95, -1.28, 2.55], [4.32, -1.89, 2.47], [2.61, -0.74, 1.26], [2.26, -2.36, 4.09], [1.99, -3.15, 2.40], [0.90, -1.77, 3.10], [3.02, -0.38, 3.22], [4.37, -2.44, 1.50], [4.57, -2.65, 3.24], [5.13, -1.17, 2.44], [3.39, -0.66, 0.65], [-2.15, 6.37, -0.59], [-1.28, 5.41, -1.41], [-1.79, 4.08, -1.33], [-2.05, 6.14, 0.44], [-3.19, 6.36, -0.92], [-1.89, 7.43, -0.83], [-0.23, 5.44, -0.93], [-1.27, 5.64, -2.46], [-1.65, 3.59, -0.51], [0.12, -0.79, 7.51], [0.12, 0.30, 6.45], [-0.31, -0.29, 5.25], [0.48, -0.35, 8.46], [0.82, -1.58, 7.33], [-0.94, -1.17, 7.61], [1.16, 0.63, 6.44], [-0.54, 1.16, 6.65], [-0.41, -1.25, 5.35], [-1.22, -5.86, -0.21], [-0.55, -4.78, 0.60], [0.73, -5.06, 1.19], [-2.14, -5.51, -0.74], [-1.43, -6.76, 0.31], [-0.38, -6.03, -0.88], [-1.27, -4.36, 1.35], [-0.45, -3.98, -0.07], [1.25, -5.48, 0.50], [-2.64, -3.83, 6.01], [-2.02, -3.33, 4.75], [-0.61, -3.10, 4.91], [-2.96, -3.05, 6.69], [-1.88, -4.43, 6.49], [-3.53, -4.47, 5.85], [-2.42, -2.34, 4.47], [-2.21, -4.04, 3.94], [-0.18, -3.47, 4.11], [-1.54, -3.99, -4.81], [-0.42, -3.56, -3.86], [-0.90, -2.47, -3.07], [-2.21, -4.52, -4.15], [-1.21, -4.63, -5.65], [-1.98, -3.17, -5.32], [0.48, -3.30, -4.38], [-0.30, -4.43, -3.17], [-1.15, -1.74, -3.61], [-4.77, 1.15, -3.10], [-4.86, 2.55, -2.50], [-4.02, 3.50, -3.03], [-4.83, 1.08, -4.18], [-5.51, 0.62, -2.59], [-3.85, 0.60, -2.82], [-4.69, 2.46, -1.37], [-5.89, 2.93, -2.72], [-3.23, 3.69, -2.42], [-2.58, 2.62, 2.15], [-1.09, 2.74, 2.15], [-0.54, 2.77, 0.86], [-2.98, 3.36, 1.39], [-3.09, 2.88, 3.10], [-2.99, 1.65, 1.81], [-0.61, 1.88, 2.70], [-0.82, 3.64, 2.70], [-0.22, 1.85, 0.67], [3.21, -1.69, -2.44], [4.51, -1.45, -1.78], [4.41, -0.28, -0.91], [3.26, -2.52, -3.19], [2.79, -0.78, -2.86], [2.43, -1.91, -1.73], [5.33, -1.29, -2.52], [4.86, -2.26, -1.16], [4.21, 0.42, -1.55], [-1.48, -1.52, 1.18], [-0.76, -0.78, 0.12], [0.09, 0.17, 0.62], [-1.94, -2.42, 0.80], [-2.27, -0.89, 1.65], [-0.86, -1.85, 2.03], [-1.59, -0.16, -0.37], [-0.34, -1.45, -0.61], [0.98, -0.17, 0.80]]
}


{
  "formula": "C27H80N12O10",
  "method": "wB97M-V/def2-TZVPD",
  "gap_ha": 0.335,
  "spin_multiplicity": 1,
  "smiles": "COC[C@H](C)N.COC[C@H](C)N.COC[C@H](C)N.COC[C@H](C)N.COC[C@H](C)N.COC[C@H](C)N.NC(N)=O.NC(N)=O.NC(N)=O.O",
  "species": ["C", "O", "C", "C", "C", "N", "H", "H", "H", "H", "H", "H", "H", "H", "H", "H", "H", "C", "O", "C", "C", "C", "N", "H", "H", "H", "H", "H", "H", "H", "H", "H", "H", "H", "C", "O", "C", "C", "C", "N", "H", "H", "H", "H", "H", "H", "H", "H", "H", "H", "H", "C", "O", "C", "C", "C", "N", "H", "H", "H", "H", "H", "H", "H", "H", "H", "H", "H", "C", "O", "C", "C", "C", "N", "H", "H", "H", "H", "H", "H", "H", "H", "H", "H", "H", "C", "O", "C", "C", "C", "N", "H", "H", "H", "H", "H", "H", "H", "H", "H", "H", "H", "N", "C", "N", "O", "H", "H", "H", "H", "N", "C", "N", "O", "H", "H", "H", "H", "N", "C", "N", "O", "H", "H", "H", "H", "O", "H", "H"],
  "positions_angstrom": [[4.65, 1.17, -9.15], [5.49, 0.17, -9.72], [6.85, 0.17, -9.32], [7.36, -1.27, -9.23], [7.07, -2.04, -10.49], [6.65, -1.91, -8.14], [3.72, 1.28, -9.70], [5.17, 2.12, -9.02], [4.34, 0.76, -8.19], [7.51, 0.55, -10.10], [7.00, 0.76, -8.41], [8.44, -1.30, -9.11], [7.52, -3.03, -10.59], [7.43, -1.45, -11.33], [6.00, -2.26, -10.55], [5.71, -1.73, -8.47], [6.77, -2.91, -8.20], [-4.64, 0.95, -13.78], [-3.40, 1.06, -13.08], [-2.26, 0.63, -13.89], [-2.22, -0.92, -14.04], [-2.38, -1.66, -12.67], [-0.92, -1.25, -14.62], [-4.60, 1.33, -14.80], [-5.43, 1.31, -13.11], [-4.68, -0.11, -14.04], [-2.13, 1.14, -14.85], [-1.34, 0.86, -13.35], [-2.94, -1.18, -14.81], [-1.44, -1.53, -12.12], [-2.61, -2.68, -12.96], [-3.14, -1.26, -12.00], [-0.97, -2.24, -14.84], [-0.22, -1.33, -13.90], [1.24, -15.19, -20.41], [0.79, -16.63, -20.45], [1.46, -17.46, -19.47], [0.87, -18.90, -19.56], [1.18, -19.89, -18.45], [1.05, -19.61, -20.87], [2.33, -15.22, -20.36], [0.83, -14.69, -19.54], [1.03, -14.50, -21.22], [2.53, -17.55, -19.65], [1.37, -17.09, -18.45], [-0.21, -18.76, -19.49], [2.17, -20.31, -18.29], [0.49, -20.73, -18.55], [0.73, -19.55, -17.52], [1.93, -19.27, -21.25], [0.30, -19.46, -21.53], [-6.68, -14.69, -10.91], [-6.44, -15.93, -10.21], [-6.37, -17.11, -10.89], [-5.12, -17.28, -11.67], [-4.84, -18.74, -12.16], [-3.87, -16.93, -10.95], [-7.67, -14.70, -11.36], [-6.09, -14.71, -11.83], [-6.44, -13.78, -10.37], [-6.28, -17.73, -10.00], [-7.30, -17.17, -11.45], [-5.24, -16.68, -12.57], [-3.88, -18.95, -12.62], [-5.52, -19.32, -12.80], [-4.73, -19.42, -11.31], [-3.53, -17.69, -10.38], [-3.95, -16.07, -10.43], [11.91, -12.33, -10.86], [12.00, -13.25, -9.74], [13.07, -12.98, -8.88], [13.40, -14.28, -8.06], [12.30, -14.70, -7.13], [14.62, -14.25, -7.29], [11.98, -11.35, -10.38], [10.90, -12.40, -11.25], [12.77, -12.36, -11.52], [13.93, -12.78, -9.52], [12.70, -12.17, -8.24], [13.66, -15.14, -8.68], [11.42, -14.13, -7.40], [12.49, -14.61, -6.06], [12.01, -15.71, -7.41], [14.93, -15.12, -6.88], [14.62, -13.49, -6.63], [4.46, -8.61, -15.74], [3.20, -8.26, -15.13], [3.16, -7.99, -13.74], [2.79, -9.06, -12.77], [1.30, -9.61, -12.82], [2.80, -8.53, -11.41], [4.44, -8.95, -16.78], [5.01, -9.40, -15.25], [5.23, -7.84, -15.66], [4.22, -7.84, -13.52], [2.63, -7.06, -13.53], [3.49, -9.89, -12.87], [0.70, -8.75, -13.14], [1.07, -10.11, -11.88], [1.39, -10.24, -13.71], [2.78, -9.21, -10.67], [1.95, -8.00, -11.42], [0.73, -4.15, -22.18], [1.03, -5.35, -21.78], [0.68, -5.45, -20.56], [1.70, -6.18, -22.36], [1.02, -3.93, -23.12], [-0.01, -3.58, -21.79], [1.11, -6.23, -20.09], [0.31, -4.63, -20.10], [-3.22, -10.84, -5.00], [-1.96, -10.42, -4.96], [-1.96, -9.24, -4.44], [-1.04, -11.09, -5.38], [-3.98, -10.19, -4.90], [-3.28, -11.76, -5.42], [-2.77, -8.66, -4.25], [-1.07, -8.81, -4.23], [9.30, -7.39, -27.24], [8.11, -7.84, -26.98], [7.76, -7.45, -25.78], [7.39, -8.42, -27.76], [9.75, -7.60, -28.12], [9.69, -6.69, -26.63], [6.81, -7.62, -25.46], [8.30, -6.79, -25.25], [4.92, -12.70, -5.75], [5.32, -12.79, -4.88], [4.07, -12.31, -5.57]]
}


{
  "formula": "C27H80N4O11",
  "method": "wB97M-V/def2-TZVPD",
  "de_lowest_kj_mol": 115.0,
  "gap_ha": 0.337,
  "spin_multiplicity": 1,
  "smiles": "COC[C@H](C)N.COC[C@H](C)N.COC[C@H](C)N.COC[C@H](C)N.CC(C)O.CC(C)O.CO.CO.CO.CO.CO",
  "species": ["C", "O", "C", "C", "C", "N", "H", "H", "H", "H", "H", "H", "H", "H", "H", "H", "H", "C", "O", "C", "C", "C", "N", "H", "H", "H", "H", "H", "H", "H", "H", "H", "H", "H", "C", "O", "C", "C", "C", "N", "H", "H", "H", "H", "H", "H", "H", "H", "H", "H", "H", "C", "O", "C", "C", "C", "N", "H", "H", "H", "H", "H", "H", "H", "H", "H", "H", "H", "C", "C", "C", "O", "H", "H", "H", "H", "H", "H", "H", "H", "C", "C", "C", "O", "H", "H", "H", "H", "H", "H", "H", "H", "C", "O", "H", "H", "H", "H", "C", "O", "H", "H", "H", "H", "C", "O", "H", "H", "H", "H", "C", "O", "H", "H", "H", "H", "C", "O", "H", "H", "H", "H"],
  "positions_angstrom": [[-0.58, -3.18, 0.17], [-0.70, -4.29, 1.03], [0.15, -4.13, 2.16], [-0.41, -4.91, 3.36], [-1.66, -4.25, 3.91], [0.55, -5.00, 4.43], [-1.27, -3.27, -0.68], [0.44, -3.14, -0.23], [-0.78, -2.24, 0.68], [1.14, -4.49, 1.87], [0.24, -3.07, 2.45], [-0.61, -5.92, 2.99], [-2.50, -4.14, 3.22], [-1.49, -3.25, 4.31], [-2.12, -4.84, 4.71], [1.42, -5.45, 4.15], [0.87, -4.07, 4.70], [-2.72, 1.04, -8.56], [-3.06, 0.66, -7.25], [-3.44, 1.78, -6.47], [-3.09, 1.49, -5.01], [-1.58, 1.30, -4.80], [-3.80, 0.31, -4.51], [-2.59, 0.17, -9.21], [-1.77, 1.59, -8.58], [-3.48, 1.68, -9.03], [-2.92, 2.68, -6.82], [-4.49, 2.04, -6.61], [-3.39, 2.35, -4.40], [-1.21, 1.91, -3.98], [-1.02, 1.61, -5.68], [-1.29, 0.26, -4.63], [-4.73, 0.27, -4.92], [-3.36, -0.50, -4.95], [0.69, -0.04, -1.58], [0.78, 0.66, -0.35], [-0.41, 0.89, 0.36], [-0.05, 1.53, 1.71], [0.91, 0.71, 2.56], [-1.30, 1.88, 2.36], [-0.02, 0.39, -2.30], [0.28, -1.02, -1.32], [1.70, -0.14, -1.95], [-1.05, 1.66, -0.09], [-0.95, -0.06, 0.48], [0.43, 2.48, 1.46], [1.09, 1.21, 3.52], [1.84, 0.57, 2.01], [0.35, -0.21, 2.79], [-1.13, 2.41, 3.22], [-1.76, 1.05, 2.74], [3.70, -1.49, 0.80], [4.47, -2.27, -0.10], [3.81, -2.57, -1.32], [4.68, -3.58, -2.08], [4.13, -3.78, -3.48], [4.71, -4.88, -1.42], [3.36, -0.56, 0.34], [4.36, -1.38, 1.65], [2.80, -1.95, 1.24], [2.78, -2.95, -1.23], [3.82, -1.63, -1.89], [5.71, -3.23, -2.00], [4.17, -2.86, -4.08], [3.12, -4.20, -3.50], [4.75, -4.48, -4.05], [3.84, -5.41, -1.49], [4.84, -4.73, -0.43], [-3.55, -1.25, 3.88], [-4.50, -0.08, 3.62], [-4.39, 0.43, 2.19], [-5.84, -0.60, 3.73], [-3.60, -1.43, 4.95], [-2.55, -1.03, 3.52], [-3.88, -2.17, 3.40], [-4.40, 0.74, 4.33], [-3.43, 0.85, 1.85], [-5.08, 1.26, 2.01], [-4.60, -0.29, 1.40], [-6.39, -0.01, 4.24], [3.19, 0.14, -5.15], [3.44, 1.62, -5.37], [2.32, 2.44, -4.68], [4.68, 2.04, -4.79], [2.49, -0.24, -5.90], [2.84, 0.01, -4.12], [4.12, -0.41, -5.29], [3.51, 1.90, -6.42], [2.44, 3.50, -4.86], [2.37, 2.22, -3.61], [1.38, 2.01, -5.06], [4.65, 1.85, -3.84], [0.37, 4.26, 4.77], [0.44, 3.07, 5.54], [1.37, 4.41, 4.38], [-0.37, 4.21, 3.96], [0.10, 5.13, 5.39], [-0.45, 2.85, 5.82], [1.51, -1.92, 5.56], [2.48, -2.91, 5.93], [0.48, -2.25, 5.69], [1.72, -1.06, 6.19], [1.66, -1.73, 4.50], [2.47, -2.98, 6.88], [4.07, 2.37, -1.22], [4.29, 1.11, -1.95], [3.05, 2.31, -0.84], [4.75, 2.41, -0.38], [4.22, 3.16, -1.96], [5.25, 1.15, -2.04], [-3.51, 3.99, 4.66], [-2.88, 3.20, 5.68], [-2.91, 4.83, 4.32], [-3.72, 3.31, 3.83], [-4.48, 4.37, 4.99], [-3.55, 2.92, 6.31], [-2.49, 4.39, 0.70], [-3.33, 5.53, 0.58], [-1.85, 4.19, -0.16], [-1.85, 4.41, 1.58], [-3.11, 3.49, 0.80], [-4.11, 5.26, 0.10]]
}


| no. | E_LUMO (eV) | E_tot (Eh) |
| --- | --- | --- |
| 1 | 0.5 | -2409.73715 |
| 2 | 0.5 | -1978.24066 |
| 3 | 0.4 | -2485.91449 |
| 4 | 0.2 | -2123.15889 |